Computed, not measured: a structure of composition C38H49Br4N7O7S2Si2Ti in a non-equilibrium geometry, with the ωB97M-V functional and the def2-TZVPD basis.

Last column: Löwdin charge in e.
Cartesian coordinates (Å):
Ti1 -0.19552 -1.30629 0.25005  1.17
C1 1.52439 2.42251 0.11172  -0.16
Si1 0.10686 2.12958 1.34327  0.52
C2 0.73567 2.02785 3.13477  -0.17
C3 -1.26270 3.43907 0.99693  -0.17
N1 -0.68220 0.52880 1.01887  -0.15
C4 -2.05085 0.46706 1.34134  -0.35
C5 -2.61498 1.14511 2.45018  -0.08
C6 -4.00512 1.06634 2.67950  -0.11
C7 -4.79660 0.38526 1.74859  -0.12
C8 -4.23771 -0.28340 0.65016  -0.07
C9 -2.86381 -0.36544 0.48552  -0.32
N2 -2.17393 -1.15751 -0.42814  -0.13
Si2 -3.06611 -1.85790 -1.74447  0.45
C10 -4.40501 -3.04633 -1.08149  -0.17
C11 -3.86296 -0.50664 -2.83001  -0.15
C12 -2.07896 -2.85926 -2.99271  -0.16
H1 1.87736 3.45514 0.08432  0.03
H2 1.13929 2.19395 -0.86855  -0.01
H3 2.45517 1.84712 0.28508  0.01
H4 1.78329 2.39582 3.07807  0.02
H5 0.73160 1.02665 3.54298  0.01
H6 0.30193 2.67502 3.90746  0.02
H7 -1.84160 3.72643 1.91540  0.03
H8 -1.93230 2.95227 0.31485  0.01
H9 -0.86101 4.39469 0.51984  0.05
H10 -1.94552 1.68494 3.11583  0.08
H11 -4.47001 1.57145 3.55640  0.10
H12 -5.92754 0.38455 1.81856  0.11
H13 -4.86596 -0.79192 -0.01858  0.05
H14 -4.08555 -4.05200 -1.39266  0.02
H15 -5.32815 -2.87202 -1.65447  0.03
H16 -4.62714 -2.98020 0.00067  0.03
H17 -4.24802 -1.00453 -3.71969  0.02
H18 -3.21816 0.30139 -3.12934  0.01
H19 -4.72851 -0.08078 -2.30481  0.02
H20 -1.53097 -3.71054 -2.62607  -0.01
H21 -1.38931 -2.28587 -3.64317  0.05
H22 -2.84499 -3.26692 -3.65731  0.03
Br1 2.48746 -4.66791 -5.02441  0.72
C13 1.99467 -3.33644 -3.82050  -0.77
C14 2.17220 -1.96672 -4.16909  -0.71
Br2 2.95072 -1.50797 -5.87319  0.65
C15 1.73021 -0.92692 -3.37641  -0.62
Br3 2.01166 0.90532 -3.83986  0.74
C16 1.05294 -1.25390 -2.17189  -0.39
O1 0.65036 -0.36390 -1.26915  -0.21
C17 0.87332 -2.60732 -1.81572  -0.40
O2 0.19210 -2.90307 -0.72486  -0.25
C18 1.32929 -3.70152 -2.65329  -0.64
Br4 0.78173 -5.42879 -2.13890  0.79
C19 5.34442 3.76361 4.10419  -0.12
C20 6.48933 3.22090 3.23989  -0.31
S1 6.02327 1.87811 2.11845  0.66
O3 7.17436 1.38971 1.36789  -0.33
O4 4.81563 2.25595 1.39152  -0.34
C21 5.45863 0.56858 3.23857  -0.22
C22 5.25962 -0.75486 2.56392  -0.12
N3 3.80956 -1.03462 2.30966  0.06
C23 3.09555 -1.03015 1.13770  -0.29
N4 1.82838 -1.46679 1.39401  0.03
C24 1.79532 -1.88302 2.65533  -0.11
C25 2.98889 -1.56617 3.27838  -0.15
N5 3.34189 -1.88503 4.62478  -0.43
O5 4.48793 -1.66103 5.07686  -0.12
O6 2.38480 -2.37329 5.29688  -0.12
C26 3.59976 -0.67524 -0.18654  0.01
H23 5.70842 4.64278 4.69896  0.09
H24 4.92820 3.00777 4.76701  0.07
H25 4.53823 4.08196 3.39995  0.08
H26 7.28377 2.84991 3.85189  0.08
H27 6.98834 3.96609 2.54851  0.12
H28 4.64130 0.93476 3.85892  0.11
H29 6.28654 0.46684 3.96639  0.12
H30 5.40891 -1.53937 3.32848  0.11
H31 5.84772 -0.96157 1.66351  0.13
H32 0.96623 -2.43523 3.10923  0.09
H33 3.82935 -1.57780 -0.78482  0.11
H34 4.50508 -0.08202 -0.09881  0.08
H35 2.78943 -0.08469 -0.60613  0.05
N6 -3.19505 -5.32816 4.27612  0.12
C27 -2.48677 -4.44857 3.50448  -0.31
C28 -2.33767 -3.08339 3.84528  0.02
C29 -1.42466 -2.30263 3.10023  -0.08
N7 -0.99603 -2.70889 1.85496  -0.03
C30 -1.25033 -4.01791 1.53471  -0.10
C31 -1.87747 -4.91530 2.33445  -0.02
H36 -3.91250 -5.06273 4.91546  0.09
H37 -3.37360 -6.25016 3.90362  0.10
H38 -2.90011 -2.61639 4.65352  0.11
H39 -1.17924 -1.28783 3.43927  0.12
H40 -0.77072 -4.34940 0.61727  0.10
H41 -1.92871 -5.95953 2.01572  0.12
C32 -0.38481 4.76928 -3.76172  -0.23
S2 -1.51554 3.47645 -3.26686  0.87
O7 -2.39549 4.13997 -2.28626  -0.52
C33 -2.39528 3.22890 -4.73887  -0.44
C34 -3.65404 3.82559 -4.89753  -0.06
C35 -4.39260 3.39400 -5.97239  -0.10
C36 -3.83064 2.67162 -7.03315  -0.07
C37 -2.63029 1.97237 -6.75162  -0.06
C38 -1.92409 2.21987 -5.55047  -0.09
H42 -0.96942 5.70326 -3.76080  0.07
H43 0.04883 4.51516 -4.71811  0.05
H44 0.43621 4.79294 -3.02636  0.05
H45 -4.12507 4.49516 -4.18211  0.12
H46 -5.47481 3.60845 -6.05476  0.11
H47 -4.30675 2.48639 -7.99854  0.10
H48 -2.23880 1.23100 -7.41748  0.09
H49 -0.97438 1.75004 -5.27426  0.10

Results
- charge = -1
- HOMO level (alpha / beta) (eV) = -2.4 / -4.7
- energy above the lowest of the compared OMol25 structures with the same formula, charge and spin (kcal/mol) = 0.00
- spin multiplicity = 2
- LUMO (alpha / beta) (eV) = 2.0 / 2.0

=====

Computed, not measured: a cluster of 11 separate species, C41H82Cl2O25 in total in a non-equilibrium geometry, with the ωB97M-V functional and the def2-TZVPD basis.

Last column: Löwdin charge in e.
Cartesian coordinates (Å):
C1 -5.21725 -6.56228 3.63356  -0.06
C2 -3.74703 -6.20035 3.48985  -0.23
O1 -3.41713 -5.99579 2.12999  0.06
C3 -2.35437 -5.25890 1.86333  -0.60
O2 -1.54679 -4.84352 2.64428  0.08
O3 -2.32348 -5.04926 0.54909  0.02
C4 -1.23233 -4.28926 0.05622  -0.03
H1 -5.83091 -5.68412 3.43600  0.08
H2 -5.43270 -6.88569 4.65014  0.08
H3 -5.44529 -7.36598 2.93386  0.08
H4 -3.10707 -6.97313 3.92312  0.13
H5 -3.57282 -5.28085 4.05702  0.12
H6 -1.40787 -3.98931 -0.97170  0.10
H7 -0.30154 -4.86156 0.05783  0.10
H8 -1.02609 -3.40510 0.66095  0.08
C5 -5.82697 5.97484 -7.94902  -0.06
C6 -4.86517 4.94605 -7.37638  -0.20
O4 -4.46223 5.38240 -6.07577  0.04
C7 -3.58337 4.71640 -5.36883  -0.63
O5 -3.10426 3.65773 -5.68887  0.12
O6 -3.29752 5.38626 -4.26259  0.02
C8 -2.38779 4.75274 -3.38202  -0.05
H9 -6.65965 6.14040 -7.26825  0.08
H10 -6.22278 5.65938 -8.91464  0.08
H11 -5.27096 6.88619 -8.17190  0.08
H12 -3.99106 4.92862 -8.02587  0.13
H13 -5.37319 3.99710 -7.20885  0.12
H14 -2.74176 3.88800 -2.82332  0.08
H15 -2.09030 5.51216 -2.66009  0.10
H16 -1.46419 4.49014 -3.89937  0.09
C9 -0.30625 -1.90477 3.11044  -0.05
C10 -0.19368 -0.44031 2.74248  -0.22
O7 -0.19803 -0.32829 1.32999  0.05
C11 -0.15661 0.88634 0.78764  -0.60
O8 -0.19656 1.93239 1.37121  0.14
O9 -0.19021 0.72904 -0.52198  0.00
C12 -0.33460 1.86045 -1.37533  -0.02
H17 0.11716 -2.08237 4.09996  0.06
H18 0.29257 -2.49229 2.41440  0.05
H19 -1.34191 -2.23682 3.07383  0.06
H20 0.68723 0.02325 3.20312  0.10
H21 -0.94860 0.18081 3.23941  0.12
H22 -1.31476 2.30505 -1.21451  0.08
H23 -0.11331 1.55937 -2.39397  0.07
H24 0.42127 2.61472 -1.14425  0.11
C13 1.11677 2.93463 4.35879  -0.06
C14 1.74647 3.12732 5.72326  -0.20
O10 2.68798 4.21003 5.64167  0.05
C15 3.98419 4.04506 5.53465  -0.60
O11 4.79535 4.91462 5.48377  0.14
O12 4.31365 2.71939 5.47745  -0.05
C16 5.68982 2.43039 5.24253  -0.04
H25 0.24134 2.29050 4.33509  0.07
H26 1.91693 2.56265 3.71340  0.08
H27 0.83287 3.90312 3.94452  0.08
H28 2.21418 2.21689 6.08764  0.12
H29 1.01527 3.51291 6.43385  0.13
H30 6.37300 3.19901 5.59137  0.09
H31 5.89605 2.18274 4.20172  0.08
H32 5.84295 1.49903 5.78802  0.09
C17 6.47282 -3.53660 -1.91500  -0.06
C18 5.04037 -3.88993 -1.57755  -0.22
O13 4.76236 -3.78446 -0.18447  0.04
C19 3.59912 -4.27262 0.22984  -0.63
O14 2.73603 -4.68845 -0.49126  0.13
O15 3.57375 -4.20519 1.53567  0.01
C20 2.37605 -4.55531 2.20724  -0.04
H33 7.15119 -4.34450 -1.63705  0.08
H34 6.67666 -2.61518 -1.36898  0.06
H35 6.56963 -3.42424 -2.99185  0.09
H36 4.80267 -4.88218 -1.96585  0.13
H37 4.38985 -3.15378 -2.05942  0.09
H38 1.51391 -4.00732 1.83400  0.07
H39 2.53033 -4.31630 3.25942  0.07
H40 2.19218 -5.62969 2.21789  0.09
C21 3.43787 -1.05954 4.44348  -0.05
C22 3.52778 -0.99061 2.91897  -0.18
O16 4.66689 -1.68467 2.37818  -0.03
C23 5.89491 -1.24503 2.68305  -0.55
C24 6.96758 -2.13475 2.08702  0.04
O17 6.17272 -0.35437 3.43546  0.10
H41 2.41053 -0.81855 4.71858  0.06
H42 4.11990 -0.39248 4.96654  0.06
H43 3.69975 -2.05966 4.79287  0.07
H44 2.69885 -1.49544 2.42700  0.11
H45 3.63115 0.03562 2.55799  0.12
H46 6.92400 -2.19664 1.00272  0.07
H47 6.73403 -3.08221 2.57626  0.10
H48 7.95140 -1.76350 2.35294  0.09
C25 0.04497 1.87093 -5.62101  -0.06
C26 -0.38992 0.40124 -5.59131  -0.20
O18 0.30227 -0.28891 -6.62037  0.01
C27 1.30135 -1.10687 -6.36288  -0.53
C28 1.90283 -1.69228 -7.59857  0.02
O19 1.79039 -1.28283 -5.26794  0.10
H49 -0.30100 2.46056 -4.77277  0.05
H50 -0.20298 2.28560 -6.59743  0.08
H51 1.12591 2.05471 -5.57407  0.08
H52 -0.38558 -0.00617 -4.58297  0.11
H53 -1.43098 0.43527 -5.91261  0.12
H54 1.12875 -2.28674 -8.10914  0.09
H55 2.67570 -2.45022 -7.51076  0.09
H56 2.16138 -0.98683 -8.38794  0.09
C29 -4.74040 3.24027 -0.41820  -0.06
C30 -5.69699 3.80497 -1.45684  -0.21
O20 -5.83055 2.78912 -2.45301  0.00
C31 -6.61631 3.10386 -3.49068  -0.56
C32 -6.54789 2.05277 -4.57324  0.03
O21 -7.29880 4.08361 -3.58455  0.11
H57 -3.77241 2.90787 -0.79596  0.06
H58 -5.17286 2.35303 0.05226  0.08
H59 -4.57032 3.92774 0.40733  0.06
H60 -6.64997 4.03846 -0.98366  0.13
H61 -5.27129 4.72495 -1.86100  0.12
H62 -7.47649 1.48423 -4.57133  0.09
H63 -5.67292 1.41567 -4.51161  0.08
H64 -6.53720 2.65669 -5.48151  0.08
C33 -3.92297 -0.43562 1.96656  -0.04
C34 -3.98477 0.69302 2.97587  -0.20
O22 -3.40715 1.90757 2.47048  -0.02
C35 -3.32075 2.97052 3.24494  -0.55
C36 -2.84081 4.20517 2.48030  0.02
O23 -3.63524 3.04039 4.40371  0.11
H65 -3.34903 -1.29049 2.31435  0.06
H66 -3.45489 -0.02384 1.06807  0.08
H67 -4.89378 -0.80932 1.64250  0.08
H68 -4.96574 0.90607 3.39822  0.13
H69 -3.35534 0.42213 3.82820  0.11
H70 -3.52532 5.02872 2.66347  0.09
H71 -2.76892 4.06848 1.40361  0.05
H72 -1.81392 4.41696 2.77755  0.08
C37 1.96211 -1.77171 -2.13065  -0.04
C38 2.55035 -0.39009 -2.45712  -0.19
O24 3.33815 0.04312 -1.33448  0.00
C39 4.66529 0.06668 -1.44681  -0.55
C40 5.32642 0.90008 -0.40195  0.03
O25 5.29680 -0.45293 -2.33268  0.10
H73 1.71662 -1.85630 -1.07603  0.08
H74 2.67689 -2.55553 -2.39552  0.06
H75 1.16734 -1.94703 -2.85620  0.07
H76 3.11221 -0.38000 -3.38493  0.11
H77 1.69968 0.28476 -2.53291  0.09
H78 4.67041 1.19781 0.41187  0.08
H79 5.66066 1.79055 -0.94222  0.10
H80 6.25036 0.45653 -0.03769  0.09
Cl1 0.39651 -6.24012 4.72435  0.58
C41 -0.05881 -4.77335 5.54412  -1.00
Cl2 1.36194 -3.84273 6.13748  0.50
H81 -0.65995 -4.17589 4.86734  -0.01
H82 -0.57399 -4.92492 6.48635  0.02

Results
- HOMO level (eV) = -10.1
- spin multiplicity = 1
- SMILES string = CCOC(=O)OC.CCOC(=O)OC.CCOC(=O)OC.CCOC(=O)OC.CCOC(=O)OC.CCOC(C)=O.CCOC(C)=O.CCOC(C)=O.CCOC(C)=O.CCOC(C)=O.ClCCl
- LUMO (eV) = 0.3